(1)
The following is a DFT calculation (ωB97M-V/def2-TZVPD) of a 2-piece molecular cluster, C2H2F2S2 overall.

Cartesian coordinates (Å):
1 C -0.47823 -1.96639 0.55221
2 C 0.44690 2.02413 -0.54614
3 F -0.22676 -2.97805 -0.26611
4 F 1.03326 3.06819 0.01794
5 S 1.08582 1.21853 -1.76989
6 S -1.32351 -2.12079 1.89726
7 H -0.03512 -1.04616 0.17792
8 H -0.50236 1.80054 -0.06319

The calculation puts the relative energy (zero: lowest compared OMol25 entry of this formula, charge and spin) at 25.30 kcal/mol. Its strongest force on any atom is 0.65 eV/Å. The energy is -1073.453327 hartree. Its SMILES is FC=S.FC=S. Its charge is 0. The calculation puts the HOMO-LUMO gap at 9.2 eV.

---

(2)
The following is a DFT calculation (ωB97M-V/def2-TZVPD) of a single C4H6O2 molecule.

Cartesian coordinates (Å):
1 O -0.04987 1.32667 -1.12318
2 C 0.19063 0.19347 -0.34042
3 C -0.74019 -0.96535 -0.51691
4 C -0.77804 -0.16291 0.75576
5 C 1.59952 0.16163 0.15594
6 O 2.32518 -0.79340 0.28293
7 H -0.62223 1.93149 -0.63943
8 H -0.38925 -1.98939 -0.44625
9 H -1.52285 -0.80048 -1.25464
10 H -0.33883 -0.64292 1.62691
11 H -1.55384 0.56697 0.97430
12 H 1.87977 1.17421 0.52498

The calculation puts the relative energy (zero: lowest compared OMol25 entry of this formula, charge and spin) at 43.14 kcal/mol. Its strongest force on any atom is 0.60 eV/Å. The energy is -306.437543 hartree. Its SMILES is O=CC1(O)CC1. Its charge is 0. The calculation puts the HOMO-LUMO gap at 10.6 eV.

---

(3)
The following is a DFT calculation (ωB97M-V/def2-TZVPD) of C17H34BBeCl4N2O9P as an isolated structure.

Cartesian coordinates (Å):
1 N -1.44079 -0.53466 -4.71638
2 P -1.29748 -0.82333 -2.92867
3 C 0.35278 -1.63108 -2.41366
4 C 1.52634 -0.59007 -1.93993
5 C 1.00175 0.90097 -1.50246
6 Cl -0.04068 0.86565 0.07376
7 H -0.59826 -0.90647 -5.21789
8 H -1.56999 0.49932 -4.89122
9 H -1.64437 0.38013 -2.21833
10 H -2.35110 -1.80293 -2.63003
11 H 0.78702 -2.24748 -3.33724
12 H 0.14352 -2.40174 -1.54985
13 H 2.40151 -0.57504 -2.73948
14 H 2.01499 -1.06684 -0.96141
15 H 1.97528 1.51883 -1.19300
16 H 0.49844 1.52177 -2.36410
17 B 2.07323 -3.70914 2.72793
18 O 1.03368 -3.04158 3.51784
19 C 1.05622 -3.59651 4.73772
20 O 0.31416 -3.27150 5.65042
21 C 2.07395 -4.61304 4.79422
22 O 2.34753 -5.30243 5.76326
23 O 2.69570 -4.70148 3.60991
24 O 1.49896 -4.34951 1.54026
25 C 2.10146 -3.80338 0.47469
26 O 1.85685 -4.11000 -0.68091
27 C 3.06003 -2.81960 0.90554
28 O 3.77197 -2.14438 0.17984
29 O 3.06438 -2.74305 2.24370
30 Be 2.91442 -7.19599 6.29476
31 C -3.59595 1.67561 0.94132
32 C -4.27729 2.08022 2.24568
33 N -4.86177 0.96238 2.99263
34 C -5.71958 1.39862 4.10185
35 C -5.05863 2.14796 5.25583
36 C -3.96656 -0.15173 3.30251
37 C -2.71926 0.15561 4.12490
38 H -4.29215 1.15007 0.27903
39 H -3.24501 2.56844 0.41496
40 H -2.72529 1.03657 1.11232
41 H -5.07061 2.79178 1.98515
42 H -3.55556 2.63653 2.85561
43 H -6.25634 0.53160 4.50760
44 H -6.50613 2.04340 3.68904
45 H -4.50448 1.47073 5.90935
46 H -5.82649 2.62557 5.87255
47 H -4.38263 2.93573 4.91164
48 H -3.64814 -0.61039 2.35954
49 H -4.53176 -0.94649 3.80636
50 H -2.21752 1.07272 3.80653
51 H -1.99758 -0.66301 4.01637
52 H -2.94665 0.23298 5.18946
53 C 5.01567 2.34293 -0.55326
54 Cl 4.18578 3.23067 -1.84276
55 Cl 4.54387 0.63518 -0.57046
56 Cl 6.77247 2.50473 -0.71760
57 H 4.71863 2.77259 0.40685
58 C 2.45915 0.85762 -5.45634
59 C 2.44456 2.19973 -6.17049
60 C 3.80847 2.53161 -6.75452
61 O 2.06359 3.21986 -5.25102
62 H 3.16935 0.86538 -4.62189
63 H 1.47430 0.63762 -5.03049
64 H 2.73341 0.04901 -6.14103
65 H 1.69595 2.18306 -6.97013
66 H 4.56656 2.59871 -5.96607
67 H 3.78616 3.50577 -7.25474
68 H 4.12321 1.77324 -7.47817
69 H 2.72277 3.24192 -4.53743

Its strongest force on any atom is 5.85 eV/Å. The energy is -3675.885004 hartree. Its charge is +2. The calculation puts the HOMO-LUMO gap at 1.2 eV.

---

(4)
The following is a DFT calculation (ωB97M-V/def2-TZVPD) of a 2-piece molecular cluster, CH4INS overall.

Cartesian coordinates (Å):
1 C -0.23559 0.37542 0.41681
2 N 1.33468 -1.23760 -0.71770
3 S 0.21224 -1.31849 0.30277
4 I 4.07976 0.28924 0.06402
5 H 0.65115 0.85864 0.73399
6 H -1.15825 0.43501 0.95089
7 H -0.37218 0.59851 -0.64819
8 H 2.05068 -1.84613 -0.88053

The calculation puts the relative energy (zero: lowest compared OMol25 entry of this formula, charge and spin) at 47.78 kcal/mol. Its strongest force on any atom is 3.67 eV/Å. The energy is -791.040240 hartree. Its charge is 0. The calculation puts the HOMO-LUMO gap (spin up / spin down) at 5.5 / 8.9 eV.

---

(5)
The following is a DFT calculation (ωB97M-V/def2-TZVPD) of a single C15H21N3O3S molecule.

Cartesian coordinates (Å):
1 O 2.22996 3.08866 0.03669
2 O -4.63793 3.53041 3.09273
3 O -4.96448 4.62010 0.99796
4 C 2.04519 1.93598 -0.43403
5 C -0.49879 2.51660 1.43962
6 C -1.50126 1.90988 -0.68176
7 C -1.68700 3.13835 1.82172
8 C -2.77598 2.37267 -0.22633
9 C -0.38123 1.95978 0.16987
10 C -2.82082 2.91290 1.04781
11 N 0.79470 1.31787 -0.33082
12 N 2.21101 -0.41142 -0.76487
13 N -5.70475 2.22947 1.29076
14 C 3.04090 0.78306 -0.47836
15 C 0.83904 0.00248 -0.84280
16 C 0.75660 -3.98970 -0.61941
17 C 1.04646 -3.20614 0.71518
18 C 1.00902 -3.21220 -1.84731
19 C 2.30910 -2.28116 0.57520
20 C 2.45254 -2.65022 -1.90457
21 C 2.77405 -1.72181 -0.67125
22 S -4.47129 3.37044 1.65896
23 H 0.36342 2.39225 2.07578
24 H -1.44921 1.34562 -1.63234
25 H -1.90157 3.65991 2.76835
26 H -3.58367 2.16941 -0.97963
27 H -5.70230 1.42295 1.80663
28 H -6.57374 2.77361 1.55731
29 H 3.77878 1.05868 -1.22984
30 H 3.46719 0.79977 0.56551
31 H 0.42294 -0.09502 -1.77263
32 H 0.24564 -0.68634 -0.15302
33 H -0.27803 -4.40222 -0.72284
34 H 1.54144 -4.80995 -0.77796
35 H 1.21680 -3.95657 1.43381
36 H 0.21539 -2.50831 0.89939
37 H 0.48712 -2.28173 -1.86558
38 H 0.79764 -3.79272 -2.76072
39 H 3.10727 -2.89741 0.91178
40 H 2.07494 -1.42448 1.30790
41 H 2.67648 -1.96297 -2.76043
42 H 3.23633 -3.40671 -2.05270
43 H 3.79210 -1.61379 -0.66373

The calculation puts the relative energy (zero: lowest compared OMol25 entry of this formula, charge and spin) at 123.24 kcal/mol. Its strongest force on any atom is 6.06 eV/Å. The energy is -1372.221621 hartree. Its SMILES is NS(=O)(=O)c1ccc(N2CN(C3CCCCC3)CC2=O)cc1. Its charge is 0. The calculation puts the HOMO-LUMO gap at 8.5 eV.

---

(6)
The following is a DFT calculation (ωB97M-V/def2-TZVPD) of a single C7H9N molecule.

Cartesian coordinates (Å):
1 C 2.32617 1.03249 -0.42986
2 C 2.36375 -0.21212 0.23830
3 N 1.41807 -0.55850 1.16294
4 C 0.17736 -0.28914 0.17538
5 C 1.22668 0.15540 -0.86300
6 C -3.26222 0.70504 -0.05284
7 C -2.49418 -0.59874 0.20044
8 C -1.09656 -0.46659 -0.27709
9 H 3.16301 1.33515 -0.97678
10 H 3.20221 -0.85066 -0.08078
11 H 1.32686 0.06653 1.97440
12 H 1.07280 -0.19326 -1.87054
13 H -3.43602 0.97828 -1.08300
14 H -2.53814 1.48440 0.34295
15 H -4.16158 0.82514 0.50747
16 H -2.94748 -1.59725 0.37918
17 H -1.05413 -0.09686 -1.28142

The calculation puts the relative energy (zero: lowest compared OMol25 entry of this formula, charge and spin) at 229.33 kcal/mol. Its strongest force on any atom is 6.33 eV/Å. The energy is -326.525516 hartree. Its charge is 0. The calculation puts the HOMO-LUMO gap at 4.3 eV.